(1)
Computed, not measured: a gas-phase ion, C10H6NO4 (charge +1), with ωB97M-V with the def2-TZVPD basis set.

HOMO (spin up / spin down) = -12.69 / -13.04 eV
largest force on an atom = 5.2 eV/A
energy relative to the best compared isomer or geometry (same formula, charge and spin) = 38.90 kcal/mol
energy = -20134.0293 eV
frontier orbital gap (spin up / spin down) = 5.603 / 7.678 eV

The geometry in ORCA input format:
```
! RIJCOSX wB97M-V def2-TZVPD def2/J DEFGRID3
* xyz 1 1
C -0.1291 0.7005 1.8466
C -0.4512 1.4970 2.8680
C -1.0047 0.4222 0.6845
C -1.5152 2.4477 2.7816
C -2.2977 2.3434 1.5171
C -1.7708 1.6347 0.2878
C -1.7825 3.4482 3.6387
C -3.3044 3.1807 1.2382
C -0.3399 -0.0021 -1.6279
C 0.7133 -0.8208 -2.2456
N -1.9000 2.1518 -0.8184
O -1.8778 4.2945 4.4120
O -4.3098 3.6239 1.0628
O -0.1968 -0.1889 -0.2899
O -1.2367 0.6330 -2.1399
H 0.7753 0.2089 2.0694
H 0.1207 1.6030 3.8655
H -1.7404 -0.3554 0.7817
H 1.7430 -0.4673 -2.0505
H 0.6929 -1.8384 -2.0517
H 0.8542 -0.8062 -3.3988
*
```

=====

(2)
Computed, not measured: a molecular structure, C10H6NO5ReS, with ωB97M-V with the def2-TZVPD basis set.

HOMO (spin up / spin down) = -19.83 / -20.48 eV
expectation value of S² = 3.77
largest force on an atom = 6.2 eV/A
energy relative to the best compared isomer or geometry (same formula, charge and spin) = 39.74 kcal/mol
energy = -35123.8729 eV
frontier orbital gap (spin up / spin down) = 5.276 / 5.493 eV

The geometry in ORCA input format:
```
! RIJCOSX wB97M-V def2-TZVPD def2/J DEFGRID3
* xyz 3 4
O 5.6915 -1.7983 -1.0302
C 4.6728 -1.3104 -1.2366
Re 0.1496 0.6624 -2.0566
O 1.5223 1.2870 0.6802
C 0.9979 1.0601 -0.3377
C -1.0898 1.6042 -3.2982
O -1.8037 2.1537 -4.0300
C 0.4884 -1.1869 -2.5530
O 0.6957 -2.2926 -2.8578
C 1.7317 1.3284 -3.0065
O 2.6703 1.7290 -3.5654
H 3.0360 -0.6002 -1.5193
S -1.9770 -0.0410 -0.9409
C -1.7235 -0.1861 0.7576
N -1.4319 0.9469 1.4635
C -1.2561 0.9324 2.8208
C -1.3829 -0.2584 3.5034
C -1.6766 -1.4375 2.8051
C -1.8396 -1.3991 1.4266
H -1.3624 1.8334 0.9618
H -1.0131 1.8890 3.2763
H -1.2535 -0.2668 4.5840
H -1.7806 -2.3809 3.3371
H -2.0654 -2.2684 0.8159
*
```

=====

(3)
Computed, not measured: 2 unconnected molecules or ions with the total composition C10H7Cl2NO, with ωB97M-V with the def2-TZVPD basis set.

HOMO = -7.91 eV
largest force on an atom = 3.9 eV/A
energy = -39060.9259 eV
frontier orbital gap = 6.609 eV

The geometry in ORCA input format:
```
! RIJCOSX wB97M-V def2-TZVPD def2/J DEFGRID3
* xyz 0 1
C 1.0044 -2.6935 -0.4968
C 2.2572 -2.1542 -0.2500
C -0.1615 -1.9581 -0.5172
C 2.3984 -0.8009 -0.0917
C 0.0280 -0.5665 -0.3845
C 1.2870 -0.0332 -0.2772
C -0.9721 0.4804 -0.0958
C 1.1631 1.4341 -0.1070
C -3.2698 0.3943 0.5473
C -0.8772 2.7737 0.6363
N -0.3489 1.5914 0.1058
O 1.9407 2.3546 -0.1379
Cl -4.0019 0.8395 -0.9339
Cl -3.4359 -1.3579 0.8567
H 0.8325 -3.7967 -0.4336
H 3.0909 -2.8212 -0.1801
H -1.0926 -2.5309 -0.5622
H 3.4288 -0.4322 0.0090
H -0.2603 3.4291 1.1078
H -1.4204 3.4271 -0.0963
H -1.5905 2.4211 1.3014
*
```

=====

(4)
Computed, not measured: 2 unconnected molecules or ions with the total composition C10H7F2O2, with ωB97M-V with the def2-TZVPD basis set.

HOMO = -2.39 eV
largest force on an atom = 3.3 eV/A
energy relative to the best compared isomer or geometry (same formula, charge and spin) = 0.00 kcal/mol
energy = -20013.3924 eV
frontier orbital gap = 6.070 eV

The geometry in ORCA input format:
```
! RIJCOSX wB97M-V def2-TZVPD def2/J DEFGRID3
* xyz -1 1
C 0.5184 -0.0724 2.7262
C 0.9703 1.1893 2.2066
C -0.1985 -0.8907 1.8547
C 0.7843 1.5243 0.8758
C -0.4747 -0.4744 0.5499
C 0.0501 0.7124 0.0460
C 1.8140 -0.4974 -2.0348
C -1.3790 -1.1252 -0.5464
C -1.2828 -0.1659 -1.7934
C -0.1758 0.7838 -1.3319
O 2.6304 0.1508 -1.5363
O 1.3297 -1.4105 -2.6068
F -2.5541 0.4391 -1.9489
F -0.1167 1.9463 -2.1486
H 0.5499 -0.4527 3.6847
H 1.4726 1.9010 2.7870
H -0.6146 -1.9126 2.3582
H 1.0768 2.5063 0.4651
H -0.9916 -2.2100 -0.6830
H -2.4948 -1.2386 -0.1413
H -0.9139 -0.7028 -2.7828
*
```